DFT (the ωB97M-V functional and the def2-TZVPD basis) results for a structure of composition C74H63IrN6P3.

The value obtained for the calculated total energy is -4313.40945 Ha. As for the expectation value of S²: 0.75. The HOMO energy (alpha / beta) is -16.091 / -16.089 eV. As for the maximum force: 1.28 eV/A. The value obtained for the HOMO-LUMO gap (alpha / beta) is 0.1621 / 0.1617 Eh.

```
! RIJCOSX wB97M-V def2-TZVPD def2/J DEFGRID3
* xyz 4 2
Ir -0.15739 0.60863 -0.39898
C 4.96530 1.61320 1.21553
N 3.90305 1.07408 0.34812
C 2.57803 1.27783 0.49638
N 1.92332 0.68812 -0.49418
C 2.85043 0.07788 -1.31769
C 4.09932 0.30494 -0.78131
C 5.44160 -0.04556 -1.29290
C 6.37378 -0.69016 -0.48282
C 7.63823 -0.99078 -0.97177
C 7.97544 -0.64804 -2.27234
C 7.04666 -0.01367 -3.08752
C 5.78333 0.28728 -2.60044
C 2.48374 -0.65885 -2.55058
C 1.44275 -0.20497 -3.35302
C 1.10352 -0.85545 -4.53306
C 1.82446 -1.97217 -4.93593
C 2.87682 -2.42682 -4.14839
C 3.20370 -1.77493 -2.96597
P 1.81651 2.29010 1.76415
C 0.68729 0.98608 2.41412
N 0.18193 -0.03879 1.77047
C -0.32448 -0.90035 2.78016
C -0.13516 -0.29236 4.03320
N 0.49752 0.86927 3.77454
C 0.82099 1.92764 4.75680
C -0.62352 -0.66485 5.35883
C 0.20777 -0.62995 6.48266
C -0.30764 -0.92400 7.73528
C -1.65492 -1.23099 7.87666
C -2.48984 -1.26148 6.76290
C -1.97764 -0.98531 5.50834
C -0.82991 -2.20615 2.59859
C -0.90443 -3.15993 3.63272
C -1.78165 -4.20599 3.52654
C -2.74079 -4.29711 2.45374
C -2.58759 -3.49975 1.39497
C -1.39801 -2.58979 1.29757
C 0.70138 3.19916 0.70595
N -0.00517 2.70658 -0.32545
C -0.46012 3.78162 -1.07014
C -0.00847 4.93518 -0.45974
N 0.70994 4.54479 0.63723
C 1.35347 5.46321 1.59425
C -0.08779 6.35217 -0.88529
C -0.62938 7.32447 -0.05034
C -0.67391 8.65059 -0.46174
C -0.16671 9.00670 -1.70041
C 0.37710 8.03880 -2.53448
C 0.41419 6.71373 -2.13070
C -1.23576 3.72016 -2.32594
C -1.06433 2.67037 -3.21420
C -1.65285 2.68339 -4.47010
C -2.45425 3.75292 -4.83818
C -2.68214 4.78375 -3.93664
C -2.07618 4.77094 -2.68968
H 4.68820 2.60566 1.55940
H 5.88074 1.68346 0.63983
H 5.12919 0.96445 2.07272
H 6.10825 -0.97993 0.53005
H 8.35870 -1.49247 -0.33801
H 8.96528 -0.87009 -2.64994
H 7.31094 0.25715 -4.10211
H 5.06603 0.80233 -3.23123
H 0.93363 0.70503 -3.07822
H 0.30684 -0.46909 -5.15906
H 1.58905 -2.46676 -5.87059
H 3.45872 -3.28400 -4.46730
H 4.02400 -2.14021 -2.36182
H 0.10471 1.87847 5.57001
H 0.74353 2.89551 4.27487
H 1.82612 1.79513 5.14695
H 1.26687 -0.42113 6.37721
H 0.34030 -0.90778 8.60222
H -2.05897 -1.44215 8.85931
H -3.54294 -1.48560 6.88147
H -2.63105 -0.98661 4.64155
H -0.33928 -3.02550 4.54407
H -1.81566 -4.94254 4.32291
H -3.56244 -4.99926 2.51521
H -3.27019 -3.53366 0.55374
H -1.62709 -1.69164 0.74410
H 0.66159 5.72456 2.39015
H 1.64513 6.36486 1.06629
H 2.23787 4.99574 2.01645
H -1.05511 7.04688 0.90918
H -1.11186 9.40149 0.18321
H -0.19579 10.04119 -2.01873
H 0.78078 8.31963 -3.49836
H 0.84836 5.95954 -2.77695
H -0.43434 1.84229 -2.92194
H -1.47462 1.87452 -5.16869
H -2.90648 3.78041 -5.82258
H -3.32979 5.60847 -4.20730
H -2.26089 5.58397 -1.99950
C -0.50750 -2.41193 -1.41240
C -1.93164 -1.86791 -1.70949
P -2.35045 -0.20719 -0.96823
C -3.58949 -0.48865 0.33798
C -4.77277 -1.16756 0.03454
C -5.73893 -1.35267 1.01318
C -5.54197 -0.84016 2.29314
C -4.37690 -0.14588 2.59309
C -3.40020 0.02527 1.61677
C -3.38089 0.63182 -2.18435
C -3.84421 1.89501 -1.81370
C -4.75430 2.55502 -2.61836
C -5.20209 1.96003 -3.79616
C -4.73152 0.71452 -4.17259
C -3.81310 0.04746 -3.37036
P -0.26155 -3.45206 0.04720
C -0.79090 -5.11046 -0.26104
C -1.53741 -5.43477 -1.39514
C -1.95260 -6.74670 -1.58430
C -1.62781 -7.71858 -0.64650
C -0.87882 -7.39369 0.48373
C -0.45652 -6.09240 0.67905
C 1.48344 -3.51858 0.41523
C 2.11895 -2.93053 1.51109
C 3.48273 -3.10773 1.68724
C 4.20675 -3.88250 0.78996
C 3.57451 -4.47382 -0.29686
C 2.21538 -4.29479 -0.49264
H 0.20678 -1.58659 -1.31932
H -0.11896 -3.01826 -2.23688
H -2.70709 -2.58276 -1.43509
H -2.00095 -1.71510 -2.78387
H -4.95746 -1.53324 -0.97115
H -6.65689 -1.87447 0.77270
H -6.31233 -0.95789 3.04529
H -4.24534 0.28734 3.57830
H -2.49747 0.58858 1.84271
H -3.51729 2.34873 -0.88238
H -5.12508 3.53024 -2.32743
H -5.92649 2.47188 -4.41732
H -5.08204 0.25418 -5.08803
H -3.48185 -0.93646 -3.67700
H -1.78633 -4.68852 -2.14036
H -2.52468 -7.01033 -2.46468
H -1.94599 -8.74221 -0.80336
H -0.61919 -8.16213 1.20072
H 0.15401 -5.84418 1.54215
H 1.56523 -2.35730 2.23722
H 3.97551 -2.67225 2.54877
H 5.26685 -4.04337 0.94498
H 4.13794 -5.09476 -0.98228
H 1.72910 -4.77950 -1.33220
*
```

These are the Löwdin partial charges, in e, on atoms 1 to 5: Ir 1.051; C 0.022; N -0.020; C -0.450; N -0.046